(1)
ORCA calculation (ωB97M-V with the def2-TZVPD basis set) on 3 unconnected molecules or ions with the total composition C29H29BClF16IN3O7PS2 at a distorted geometry.

```
90
Properties=species:S:1:pos:R:3:lowdin_charge:R:1
C 1.153 -5.616 1.629 -0.09
O 0.451 -4.349 1.877 -0.03
B 0.208 -3.768 0.571 -0.53
O 1.020 -4.078 -0.583 0.06
C -1.060 -2.747 0.337 -0.01
C -2.523 -3.243 0.646 -0.11
C -2.668 -4.723 1.223 -0.22
C -4.164 -5.067 1.754 -0.75
C -4.110 -6.227 2.898 -0.16
I -5.536 -5.542 0.122 0.76
C -3.679 -2.249 0.381 -0.03
C -3.369 -0.801 -0.150 -0.48
Cl -4.768 0.333 -0.390 0.56
C -1.910 -0.301 -0.442 -0.21
C -0.772 -1.317 -0.183 -0.32
S 0.991 -0.767 -0.476 0.92
C 0.753 0.604 -1.714 -0.38
C 1.965 0.923 -2.627 -0.47
S 3.537 -0.057 -2.436 0.70
C 1.808 2.092 -3.675 -0.09
C 3.102 2.415 -4.553 -0.14
O 3.958 3.316 -3.750 -0.13
N 3.300 4.455 -3.448 -0.06
O 3.587 4.768 -2.323 0.05
C 0.440 2.861 -3.799 -0.10
C 0.349 4.033 -4.881 -0.16
C 0.461 5.513 -4.279 -0.22
N -0.182 6.513 -4.879 0.06
C -0.748 2.475 -2.841 -0.15
P -2.430 3.384 -2.936 0.74
O -2.282 4.915 -3.016 -0.49
C -0.611 1.332 -1.762 -0.19
N -1.777 1.096 -0.893 -0.04
H 0.610 -6.233 0.833 0.10
H 1.163 -6.252 2.587 0.11
H 2.256 -5.443 1.354 0.11
H 0.533 -4.645 -1.223 0.12
H -2.273 -5.498 0.477 0.13
H -2.000 -4.794 2.166 0.12
H -4.521 -4.121 2.303 0.08
H -4.560 -7.212 2.546 0.06
H -3.019 -6.459 3.202 0.08
H -4.621 -5.848 3.862 0.08
H -4.752 -2.595 0.610 0.06
H 4.377 0.608 -1.551 -0.10
H 2.883 2.848 -5.584 0.12
H 3.758 1.482 -4.726 0.11
H -0.676 3.919 -5.399 0.12
H 1.129 3.940 -5.716 0.11
H 1.059 5.810 -3.351 0.11
H -0.640 6.058 -5.693 0.03
H -3.262 2.839 -3.995 0.02
H -3.149 3.098 -1.715 0.01
H -1.653 1.679 -0.048 0.14
C 5.770 7.654 -4.083 -0.04
C 6.451 6.487 -4.829 -0.43
C 7.964 6.379 -4.644 -0.30
F 8.619 7.457 -5.118 0.09
F 8.448 5.311 -5.330 0.09
F 6.122 6.548 -6.142 0.13
F 5.892 5.335 -4.355 0.09
O 5.491 8.832 -4.850 0.04
C 6.521 9.792 -4.957 -0.51
C 6.962 10.012 -6.407 -0.28
F 7.445 8.875 -6.955 0.09
F 7.959 10.929 -6.473 0.10
F 7.541 9.461 -4.143 0.14
F 6.008 10.943 -4.464 0.14
H 4.780 7.289 -3.793 0.14
H 6.263 7.890 -3.137 0.15
H 8.226 6.246 -3.591 0.17
H 6.129 10.357 -7.023 0.18
C -4.213 -7.031 9.732 -0.04
C -3.576 -7.488 8.403 -0.44
C -3.231 -6.377 7.414 -0.30
F -4.319 -5.698 7.001 0.09
F -2.665 -6.900 6.296 0.09
F -4.374 -8.420 7.828 0.13
F -2.416 -8.133 8.723 0.10
O -5.640 -7.126 9.827 0.03
C -6.393 -6.033 9.344 -0.51
C -7.319 -6.428 8.189 -0.27
F -6.618 -6.901 7.135 0.09
F -8.016 -5.355 7.743 0.10
F -5.570 -5.014 9.032 0.14
F -7.137 -5.604 10.389 0.14
H -3.853 -7.728 10.494 0.15
H -3.847 -6.054 10.058 0.14
H -2.520 -5.667 7.846 0.17
H -8.026 -7.200 8.500 0.18
```

Computed properties:
Highest occupied orbital energy ... -8.341 eV
Strongest force on any atom ... 4.8 eV/Å
Calculated total energy ... -5331.35365 a.u.
Structure (SMILES) ... [H]/N=C\Cc1c(CON=O)c(S)c2c(c1[PH2]=O)Nc1c(Cl)cc(C[C@H](C)I)c(B(O)OC)c1S2.FC(F)C(F)(F)COC(F)(F)C(F)F.FC(F)C(F)(F)COC(F)(F)C(F)F

***

(2)
ORCA calculation (ωB97M-V with the def2-TZVPD basis set) on 8 unconnected molecules or ions with the total composition C4H26N2O7 at a distorted geometry.

```
39
Properties=species:S:1:pos:R:3:lowdin_charge:R:1
C 1.753 0.732 -0.167 -0.13
C 1.281 1.109 -1.586 -0.24
C 0.462 -0.041 -2.179 -0.21
N -0.932 -0.023 -1.525 -0.08
C -1.855 -1.165 -1.867 -0.31
N -3.109 -1.091 -1.166 -0.02
H 2.323 -0.206 -0.143 0.05
H 0.943 0.684 0.621 0.04
H 2.498 1.473 0.326 0.12
H 0.779 2.113 -1.548 0.07
H 2.124 1.311 -2.288 0.12
H 1.102 -0.922 -2.211 0.11
H 0.360 0.152 -3.276 0.12
H -0.793 0.138 -0.473 0.10
H -2.222 -1.113 -2.923 0.12
H -1.384 -2.172 -1.687 0.12
H -3.757 -0.341 -1.489 0.08
H -3.136 -1.081 -0.119 0.08
H 1.589 1.085 3.202 0.11
H 1.926 -0.425 2.788 -0.05
O 1.328 0.111 3.261 -0.06
H -0.032 0.231 2.048 -0.03
H -0.695 1.493 1.465 0.06
O -0.828 0.511 1.600 -0.12
H 0.705 2.908 -0.081 0.00
H -0.715 3.086 -0.463 0.06
O -0.129 2.920 0.365 -0.10
H 2.257 -1.789 1.147 -0.01
H 3.424 -1.829 2.194 0.05
O 2.897 -1.289 1.647 -0.04
H -0.351 -2.122 2.590 0.01
H -1.204 -1.303 1.531 0.01
O -1.016 -2.144 1.968 -0.02
H -1.984 2.899 -2.529 0.05
H -1.349 1.640 -2.056 0.01
O -1.235 2.605 -2.037 -0.07
H 0.150 -2.761 0.753 0.02
H 0.533 -1.635 -0.271 0.04
O 0.903 -2.406 0.261 -0.08
```

Computed properties:
Highest occupied orbital energy ... -9.494 eV
Strongest force on any atom ... 4.1 eV/Å
Calculated total energy ... -804.14809 a.u.
Structure (SMILES) ... CCCNCN.O.O.O.O.O.O.O
Energy relative to the best compared isomer or geometry (same formula, charge and spin) ... 34.5 kcal per mole

***

(3)
ORCA calculation (ωB97M-V with the def2-TZVPD basis set) on 2 unconnected molecules or ions with the total composition C31H39Cl2FN3O8P2 at a distorted geometry.

```
86
Properties=species:S:1:pos:R:3:lowdin_charge:R:1
C 5.809 3.897 1.872 -0.02
C 6.076 4.200 0.302 -0.39
O 6.799 5.218 0.064 0.01
N 5.560 3.335 -0.777 -0.03
C 4.426 4.000 -1.513 -0.21
C 3.689 3.005 -2.557 -0.18
C 2.254 2.556 -1.960 -0.20
C 1.835 1.050 -2.417 -0.14
C 2.246 -0.031 -1.309 -0.09
C 3.637 0.058 -0.641 -0.01
C 4.160 -0.942 0.461 -0.30
P 5.907 -0.652 1.073 0.72
N 6.361 -1.496 2.350 -0.34
C 3.167 -2.049 0.910 -0.29
P 3.633 -3.280 2.261 0.86
C 3.807 -2.465 3.959 -0.34
C 5.111 -4.361 1.802 -0.33
C 1.770 -2.148 0.242 -0.03
C 1.284 -1.165 -0.892 0.03
C -0.172 -1.405 -1.539 -0.25
O -0.273 -1.233 -2.772 0.09
C -1.315 -1.885 -0.554 0.02
C -2.823 -1.470 -0.672 -0.06
C -3.323 -0.532 -1.859 -0.16
C -4.277 0.678 -1.411 -0.21
C -4.265 1.730 -2.661 -0.15
C -5.740 2.341 -2.829 -0.18
O -6.032 3.336 -1.786 -0.08
C -7.139 2.894 -0.998 -0.42
C -6.902 2.508 0.542 -0.01
O -8.314 2.819 -1.432 0.04
C -3.792 -2.064 0.418 -0.40
Cl -5.608 -1.735 0.412 0.61
C -3.306 -2.985 1.585 -0.17
C -4.284 -3.585 2.711 -0.16
C -4.023 -2.695 4.038 -0.34
C -4.693 -1.245 3.900 -0.07
F -4.547 -3.316 5.237 -0.09
C -1.797 -3.394 1.697 -0.43
Cl -1.294 -4.467 3.083 0.65
C -0.853 -2.845 0.605 -0.02
C 0.703 -3.280 0.648 -0.29
O 0.988 -4.459 0.950 0.00
H 4.827 4.376 2.196 0.09
H 6.662 4.361 2.472 0.09
H 5.825 2.774 2.085 0.04
H 6.323 3.199 -1.469 0.12
H 4.868 4.908 -2.057 0.12
H 3.678 4.356 -0.725 0.12
H 4.327 2.081 -2.807 0.10
H 3.512 3.544 -3.552 0.11
H 2.216 2.681 -0.818 0.11
H 1.488 3.308 -2.390 0.12
H 2.184 0.800 -3.472 0.13
H 0.678 1.063 -2.426 0.11
H 4.344 0.889 -0.989 0.07
H 6.001 0.758 1.392 -0.01
H 6.813 -0.890 -0.037 0.01
H 6.597 -0.870 3.131 -0.03
H 4.902 -2.396 4.292 0.02
H 3.142 -3.045 4.688 0.03
H 3.321 -1.418 3.869 0.04
H 5.923 -3.827 1.206 0.01
H 5.564 -4.747 2.793 0.05
H 4.706 -5.303 1.272 0.04
H -3.760 -1.160 -2.727 0.14
H -2.377 -0.039 -2.305 0.12
H -5.376 0.330 -1.342 0.07
H -3.926 1.220 -0.465 0.12
H -4.051 1.149 -3.640 0.11
H -3.441 2.513 -2.567 0.12
H -6.550 1.519 -2.747 0.13
H -5.874 2.771 -3.894 0.14
H -7.897 2.523 1.122 0.09
H -6.142 3.214 1.030 0.09
H -6.520 1.425 0.613 0.07
H -4.022 -4.679 2.971 0.11
H -5.383 -3.565 2.413 0.09
H -2.894 -2.547 4.221 0.12
H -5.841 -1.346 3.906 0.09
H -4.297 -0.678 2.990 0.07
H -4.394 -0.640 4.832 0.08
N -2.400 -0.264 -5.904 -0.65
O -2.110 -0.837 -6.968 -0.08
O -1.735 0.720 -5.521 -0.10
O -3.360 -0.672 -5.215 -0.10
```

Computed properties:
Highest occupied orbital energy ... -4.812 eV
Strongest force on any atom ... 5.4 eV/Å
Calculated total energy ... -3673.27538 a.u.
Net charge ... -1